Here is a molecular structure, C45H41As2MnN9O8S from OMol25. Energies are from ωB97M-V with the def2-TZVPD basis set.

Results
- Highest occupied orbital energy (alpha / beta): -12.81 / -12.94 eV
- LUMO (alpha / beta): -0.2797 / -0.2494 Ha
- Energy relative to the best compared isomer or geometry (same formula, charge and spin): 0.0 kJ/mol
- Energy: -240937.5315 eV

ORCA input file:
```
! wB97M-V def2-TZVPD RIJCOSX def2/J DEFGRID3
* xyz 2 4
Mn 0.042 0.400 -0.562
C -0.964 -1.747 -4.166
C 0.144 -2.539 -4.470
C 1.131 -2.637 -3.532
C 1.048 -1.934 -2.316
N 0.005 -1.110 -2.044
C -0.987 -1.071 -2.978
N 2.069 -2.201 -1.454
C 2.334 -1.492 -0.430
N 1.780 -0.270 -0.052
C 2.564 0.225 0.987
N 2.544 1.384 1.513
C 1.619 2.337 1.208
C 1.955 3.634 1.635
C 1.078 4.671 1.491
C -0.171 4.401 0.927
C -0.440 3.132 0.501
N 0.432 2.089 0.603
C 3.536 -0.798 1.391
C 4.474 -0.810 2.407
C 5.253 -1.954 2.524
C 5.105 -3.027 1.643
C 4.174 -2.993 0.612
C 3.393 -1.857 0.517
H -1.809 -1.663 -4.834
H 0.209 -3.079 -5.405
H 2.002 -3.260 -3.667
H -1.854 -0.489 -2.727
H 2.926 3.753 2.093
H 1.337 5.667 1.823
H -0.930 5.163 0.825
H -1.401 2.905 0.071
H 4.594 0.034 3.072
H 5.995 -2.018 3.309
H 5.733 -3.899 1.767
H 4.058 -3.815 -0.081
S -2.178 0.851 -0.866
C -1.937 1.967 -2.225
N -3.023 2.568 -2.679
N -3.076 3.329 -3.710
C -2.208 3.556 -4.823
C -2.325 4.804 -5.425
C -1.595 5.085 -6.567
C -0.770 4.115 -7.116
C -0.687 2.860 -6.525
C -1.400 2.570 -5.375
N -0.701 2.276 -2.646
N 0.266 1.724 -2.045
C 1.565 2.250 -2.342
C 2.632 1.388 -2.556
C 3.885 1.922 -2.811
C 4.067 3.299 -2.838
C 2.991 4.150 -2.623
C 1.732 3.630 -2.375
H -3.970 3.800 -3.783
H -2.981 5.554 -4.998
H -1.678 6.059 -7.030
H -0.203 4.330 -8.011
H -0.062 2.095 -6.966
H -1.333 1.583 -4.940
H 2.488 0.317 -2.551
H 4.720 1.260 -2.995
H 5.049 3.709 -3.030
H 3.133 5.222 -2.648
H 0.882 4.279 -2.203
C -5.924 -0.671 2.638
O -4.760 -0.972 1.831
C -3.761 -1.581 2.452
O -3.748 -1.891 3.617
C -2.629 -1.807 1.486
C -2.119 -3.030 1.287
As -1.956 -4.113 2.921
C -0.617 -5.391 2.285
C -0.664 -2.682 3.560
C -0.457 -1.424 3.170
As -1.256 -0.444 1.636
C -2.249 0.986 2.495
C 0.446 -0.447 3.831
O 0.576 0.663 3.355
O 1.059 -0.881 4.910
C 2.007 0.018 5.529
C 0.163 -3.306 4.665
O 1.171 -3.880 4.366
O -0.327 -3.325 5.897
C -1.512 -2.576 6.218
C -1.040 -3.179 0.273
O 0.070 -2.750 0.468
O -1.346 -3.768 -0.875
C -2.668 -4.309 -1.078
H -6.467 0.092 2.092
H -5.621 -0.315 3.619
H -6.529 -1.569 2.743
H -1.119 -6.069 1.594
H -0.286 -5.964 3.149
H 0.240 -4.917 1.816
H -2.668 0.591 3.420
H -3.041 1.323 1.831
H -1.562 1.793 2.727
H 2.636 -0.612 6.148
H 1.471 0.744 6.137
H 2.585 0.528 4.762
H -1.847 -2.963 7.175
H -2.295 -2.712 5.473
H -1.265 -1.520 6.315
H -2.593 -4.923 -1.969
H -3.386 -3.504 -1.231
H -2.975 -4.925 -0.235
*
```

Results of the Löwdin charge analysis, in e, for atoms 1 through 99:
1 Mn 0.602
2 C -0.038
3 C -0.017
4 C 0.024
5 C -0.310
6 N 0.055
7 C -0.158
8 N 0.189
9 C -0.287
10 N 0.044
11 C -0.265
12 N 0.191
13 C -0.297
14 C 0.027
15 C -0.016
16 C -0.032
17 C -0.160
18 N 0.034
19 C -0.098
20 C 0.011
21 C -0.037
22 C -0.034
23 C 0.024
24 C -0.097
25 H 0.119
26 H 0.125
27 H 0.129
28 H 0.031
29 H 0.129
30 H 0.126
31 H 0.121
32 H 0.050
33 H 0.118
34 H 0.116
35 H 0.117
36 H 0.125
37 S 0.760
38 C -0.696
39 N 0.089
40 N 0.068
41 C -0.219
42 C -0.015
43 C -0.054
44 C -0.054
45 C -0.055
46 C -0.033
47 N 0.086
48 N -0.058
49 C -0.244
50 C -0.020
51 C -0.046
52 C -0.052
53 C -0.052
54 C -0.019
55 H 0.167
56 H 0.122
57 H 0.117
58 H 0.116
59 H 0.114
60 H 0.099
61 H 0.095
62 H 0.117
63 H 0.116
64 H 0.116
65 H 0.114
66 C 0.005
67 O -0.028
68 C -0.588
69 O 0.072
70 C -0.273
71 C -0.333
72 As 1.388
73 C -0.271
74 C -0.219
75 C -0.189
76 As 1.310
77 C -0.221
78 C -0.512
79 O 0.049
80 O -0.012
81 C 0.027
82 C -0.577
83 O 0.151
84 O 0.007
85 C -0.016
86 C -0.571
87 O 0.071
88 O -0.002
89 C -0.009
90 H 0.100
91 H 0.097
92 H 0.106
93 H 0.038
94 H 0.040
95 H 0.036
96 H 0.057
97 H 0.028
98 H 0.032
99 H 0.109

---

Here is a molecular structure, C45H41BrN2O6OsTe from OMol25. Energies are from ωB97M-V with the def2-TZVPD basis set.

Results
- Highest occupied orbital energy (alpha / beta): -11.06 / -11.39 eV
- LUMO (alpha / beta): -0.1036 / -0.1985 Ha
- Energy relative to the best compared isomer or geometry (same formula, charge and spin): 0.0 kJ/mol
- Energy: -142392.3794 eV

ORCA input file:
```
! wB97M-V def2-TZVPD RIJCOSX def2/J DEFGRID3
* xyz 1 6
Os -2.475 0.886 1.363
Br -1.385 3.711 3.652
C -3.168 3.604 3.088
C -4.025 4.621 3.482
C -5.356 4.551 3.123
C -5.796 3.459 2.391
C -4.882 2.499 2.032
N -3.569 2.561 2.357
C -5.322 1.291 1.235
O -6.472 1.116 0.960
O -4.327 0.482 0.890
H -3.634 5.443 4.062
H -6.041 5.334 3.420
H -6.825 3.323 2.090
O -1.770 2.218 -0.489
C -0.511 2.885 -0.228
C 0.117 2.291 1.069
O 1.215 2.655 1.414
O -0.585 1.405 1.733
C -0.818 4.360 0.020
C -2.128 4.816 0.074
C -2.392 6.154 0.345
C -1.349 7.039 0.565
C -0.037 6.585 0.498
C 0.229 5.254 0.225
C 0.386 2.681 -1.446
C -0.190 2.960 -2.685
C 0.509 2.729 -3.860
C 1.807 2.238 -3.809
C 2.403 2.002 -2.581
C 1.701 2.223 -1.401
H -1.668 1.619 -1.241
H -2.948 4.136 -0.111
H -3.416 6.502 0.374
H -1.555 8.080 0.775
H 0.782 7.273 0.657
H 1.250 4.902 0.182
H -1.193 3.369 -2.730
H 0.044 2.946 -4.812
H 2.356 2.064 -4.725
H 3.428 1.660 -2.530
H 2.198 2.101 -0.449
C 7.478 -1.314 0.677
C 5.989 -1.182 0.533
C 5.209 -0.690 1.571
C 3.834 -0.558 1.450
C 3.036 -0.005 2.606
C 3.231 -0.950 0.245
Te 1.146 -0.767 0.176
N -1.885 -0.600 0.431
C -2.479 -1.720 -0.137
O -2.886 -1.728 -1.278
C -2.518 -2.959 0.711
C -1.830 -3.050 1.916
C -1.861 -4.229 2.647
C -2.590 -5.313 2.178
C -3.285 -5.220 0.979
C -3.247 -4.047 0.244
C 0.651 -2.482 -0.909
C 0.016 -2.354 -2.142
C -0.276 -1.032 -2.808
C -0.351 -3.523 -2.805
C -0.109 -4.775 -2.268
C -0.539 -6.025 -2.984
C 0.529 -4.862 -1.030
C 0.922 -3.737 -0.333
C 1.602 -3.878 1.003
C 3.997 -1.412 -0.842
C 3.411 -1.756 -2.190
C 5.366 -1.526 -0.665
H 7.798 -1.123 1.699
H 7.988 -0.605 0.022
H 7.807 -2.313 0.390
H 5.685 -0.399 2.500
H 3.694 0.246 3.435
H 2.304 -0.727 2.975
H 2.496 0.906 2.325
H -1.269 -2.196 2.279
H -1.322 -4.301 3.583
H -2.622 -6.229 2.753
H -3.860 -6.063 0.621
H -3.772 -3.952 -0.697
H -0.063 -0.179 -2.156
H -1.329 -0.994 -3.080
H 0.330 -0.912 -3.708
H -0.858 -3.440 -3.759
H -0.959 -5.797 -3.962
H -1.297 -6.551 -2.402
H 0.302 -6.706 -3.117
H 0.711 -5.839 -0.596
H 1.571 -4.911 1.342
H 1.103 -3.273 1.764
H 2.648 -3.569 0.952
H 2.563 -1.114 -2.433
H 3.070 -2.792 -2.226
H 4.162 -1.625 -2.966
H 5.971 -1.877 -1.493
*
```

In the Löwdin picture, each atom carries the following charge in e:
1 Os 1.656
2 Br 0.941
3 C -0.704
4 C -0.087
5 C -0.005
6 C 0.031
7 C -0.178
8 N -0.053
9 C -0.534
10 O 0.153
11 O -0.199
12 H 0.111
13 H 0.126
14 H 0.135
15 O -0.105
16 C -0.298
17 C -0.653
18 O 0.065
19 O -0.338
20 C -0.157
21 C -0.040
22 C -0.072
23 C -0.072
24 C -0.054
25 C -0.013
26 C -0.153
27 C -0.015
28 C -0.051
29 C -0.067
30 C -0.065
31 C -0.064
32 H 0.105
33 H 0.110
34 H 0.108
35 H 0.108
36 H 0.111
37 H 0.124
38 H 0.132
39 H 0.113
40 H 0.111
41 H 0.112
42 H 0.095
43 C -0.033
44 C -0.236
45 C 0.003
46 C -0.300
47 C -0.069
48 C -0.384
49 Te 1.867
50 N -0.162
51 C -0.550
52 O 0.077
53 C -0.157
54 C -0.056
55 C -0.075
56 C -0.071
57 C -0.062
58 C -0.009
59 C -0.408
60 C -0.313
61 C -0.058
62 C 0.009
63 C -0.237
64 C -0.031
65 C 0.005
66 C -0.297
67 C -0.052
68 C -0.276
69 C -0.038
70 C -0.001
71 H 0.080
72 H 0.092
73 H 0.089
74 H 0.123
75 H 0.088
76 H 0.073
77 H 0.057
78 H 0.093
79 H 0.107
80 H 0.107
81 H 0.108
82 H 0.123
83 H 0.017
84 H 0.087
85 H 0.096
86 H 0.132
87 H 0.080
88 H 0.088
89 H 0.088
90 H 0.129
91 H 0.089
92 H 0.056
93 H 0.080
94 H 0.050
95 H 0.093
96 H 0.090
97 H 0.129